This record from OMol25 describes a 6-piece molecular cluster, H12O6 overall. The level of theory is ωB97M-V/def2-TZVPD.

Results
Electronic energy, eV: -12478.7552
E_LUMO, eV: 0.30
Frontier orbital gap, eV: 11.464
Relative energy (zero: lowest compared OMol25 entry of this formula, charge and spin), kJ/mol: 227.6
Highest occupied orbital energy, Eh: -0.410
SMILES: O.O.O.O.O.O

Each line ends with the Löwdin charge.
Cartesian coordinates (Å):
1 O 0.4517 -0.3816 -0.3956  -0.042
2 H 1.2153 -0.0304 -0.7490  -0.018
3 H 0.8300 -0.9241 0.3513  0.053
4 O 0.3144 -3.5557 0.1213  -0.041
5 H 0.9040 -4.1145 0.6416  0.042
6 H -0.3033 -4.1951 -0.1966  0.022
7 O 5.1763 0.3457 -0.4656  -0.044
8 H 5.5096 1.1913 -0.4617  -0.023
9 H 5.4912 -0.1470 -1.2678  0.068
10 O -0.5469 4.2768 0.1550  -0.042
11 H -0.9679 4.1165 -0.7062  0.049
12 H 0.0412 3.5850 0.3402  -0.008
13 O -4.1980 -0.2189 -1.4612  -0.083
14 H -3.6693 -0.6956 -0.8398  0.001
15 H -4.1335 -0.9692 -2.1496  0.079
16 O -1.5620 -0.1705 2.1514  -0.063
17 H -1.1253 0.6020 2.4467  0.003
18 H -0.8758 -0.7845 1.7491  0.046

This record from OMol25 describes a 6-piece molecular cluster, H12O6 overall. The level of theory is ωB97M-V/def2-TZVPD.

Results
Electronic energy, eV: -12479.7191
E_LUMO, eV: -0.09
Frontier orbital gap, eV: 10.368
Relative energy (zero: lowest compared OMol25 entry of this formula, charge and spin), kJ/mol: 134.6
Highest occupied orbital energy, Eh: -0.384
SMILES: O.O.O.O.O.O

Each line ends with the Löwdin charge.
Cartesian coordinates (Å):
1 O 7.1285 -10.4314 11.5969  -0.040
2 H 7.3988 -11.3407 11.7249  0.053
3 H 6.7562 -10.4135 10.7153  0.016
4 O 9.0828 -8.3669 12.9021  -0.057
5 H 8.3919 -8.9122 12.5260  -0.022
6 H 9.5268 -8.9395 13.5276  0.011
7 O 6.3553 -10.2657 8.6914  -0.031
8 H 7.2108 -10.1030 8.2940  0.059
9 H 5.7749 -10.4368 7.9497  0.060
10 O 5.5778 -9.3644 13.5975  -0.060
11 H 5.3841 -10.2687 13.8444  0.019
12 H 6.1888 -9.4414 12.8647  -0.029
13 O 5.2585 -7.3889 9.5590  -0.049
14 H 5.4486 -8.3264 9.5955  -0.010
15 H 5.9731 -7.0192 9.0405  0.029
16 O 8.6122 -11.1620 14.1240  -0.032
17 H 9.1557 -11.7404 13.5891  0.041
18 H 7.9635 -11.7425 14.5221  0.043

This record from OMol25 describes a 6-piece molecular cluster, H12O6 overall. The level of theory is ωB97M-V/def2-TZVPD.

Results
Electronic energy, eV: -12479.8487
E_LUMO, eV: 0.25
Frontier orbital gap, eV: 11.417
Relative energy (zero: lowest compared OMol25 entry of this formula, charge and spin), kJ/mol: 122.1
Highest occupied orbital energy, Eh: -0.411
SMILES: O.O.O.O.O.O

Each line ends with the Löwdin charge.
Cartesian coordinates (Å):
1 O -2.9192 3.1695 0.4805  -0.051
2 H -3.1708 2.2591 0.3254  0.025
3 H -3.1528 3.6242 -0.3288  0.032
4 O -1.5411 -2.1892 1.1018  -0.051
5 H -1.2224 -1.3071 0.9106  -0.026
6 H -0.9651 -2.7664 0.6005  0.035
7 O -0.6530 -1.2837 -2.2784  -0.056
8 H -0.5515 -0.6872 -1.5366  -0.021
9 H -1.2826 -0.8476 -2.8525  0.031
10 O 2.1155 -0.5981 1.6145  -0.032
11 H 2.1399 -1.1802 2.3740  0.055
12 H 3.0217 -0.3103 1.5035  0.051
13 O -0.1838 0.2604 0.2529  -0.044
14 H -0.7115 0.8592 0.7813  0.061
15 H 0.3054 -0.2567 0.8928  0.004
16 O 3.1709 0.7150 -1.2234  -0.047
17 H 2.3864 0.5002 -0.7187  -0.002
18 H 3.2139 0.0389 -1.8995  0.036

This record from OMol25 describes H12O6Rb as an isolated structure. The level of theory is ωB97M-V/def2-TZVPD.

Results
Electronic energy, eV: -13130.3395
Total charge: +1
E_LUMO, eV: -3.42
Frontier orbital gap, eV: 10.897
Relative energy (zero: lowest compared OMol25 entry of this formula, charge and spin), kJ/mol: 55.5
Highest occupied orbital energy, Eh: -0.526

Each line ends with the Löwdin charge.
Cartesian coordinates (Å):
1 Rb -0.8918 0.1194 -0.0481  1.269
2 O -0.9558 -0.1786 -2.7221  -0.148
3 H -1.8268 0.1964 -2.7721  0.026
4 H -0.6558 0.1734 -3.5431  0.050
5 O 1.2872 -0.7146 1.5889  -0.069
6 H 2.0042 -1.0076 2.0539  0.049
7 H 0.5832 -1.2166 1.9869  0.071
8 O 1.7432 1.9414 0.9539  -0.042
9 H 2.6552 2.0254 0.9239  0.011
10 H 1.5042 1.0234 1.1899  -0.032
11 O -1.1238 2.1984 1.8049  -0.144
12 H -1.0238 2.7104 1.0059  0.012
13 H -1.4898 2.8374 2.4239  0.064
14 O -2.6848 -1.9766 -0.6181  -0.152
15 H -2.4978 -2.2716 -1.5501  0.080
16 H -2.5048 -2.6846 -0.0181  0.029
17 O 1.7832 -0.7686 -1.1161  -0.114
18 H 2.2372 -1.6076 -1.3841  0.083
19 H 1.8572 -0.7986 -0.1601  -0.043

This record from OMol25 describes H13LiO7 as an isolated structure. The level of theory is ωB97M-V/def2-TZVPD.

Results
Electronic energy, eV: -14749.6623
E_LUMO, eV: -0.19
Frontier orbital gap, eV: 9.142
Relative energy (zero: lowest compared OMol25 entry of this formula, charge and spin), kJ/mol: 28.8
Highest occupied orbital energy, Eh: -0.343

Each line ends with the Löwdin charge.
Cartesian coordinates (Å):
1 Li -0.0871 -0.7142 0.4569  0.725
2 O 0.5895 0.6369 -0.8344  -0.418
3 H 1.0191 1.3724 -1.2233  -0.030
4 O -2.0249 -1.1348 -0.2395  -0.112
5 H -3.0120 -1.3997 0.0070  0.140
6 H -2.0233 -0.7781 -1.0975  -0.036
7 O 0.7321 -2.4518 -0.4033  -0.064
8 H 0.0250 -3.0596 -0.3100  0.021
9 H 1.4899 -2.8484 0.0581  0.076
10 O -1.7942 0.9737 -2.1952  -0.155
11 H -2.0341 0.2301 -2.8503  0.069
12 H -0.8094 0.9043 -1.8774  0.026
13 O -0.3311 -0.3899 2.7357  -0.090
14 H -0.0071 0.5294 3.0416  0.104
15 H -1.2088 -0.5058 3.0459  0.018
16 O 3.0097 0.1373 -0.0272  -0.085
17 H 2.1585 0.3369 -0.4624  -0.054
18 H 3.4759 0.9471 0.0685  0.000
19 O -0.0904 2.3725 0.8173  -0.122
20 H 0.7117 2.9961 1.1687  0.120
21 H 0.2112 1.8455 0.1209  -0.131

This record from OMol25 describes a 6-piece molecular cluster, H13NO5 overall. The level of theory is ωB97M-V/def2-TZVPD.

Results
Electronic energy, eV: -11939.1511
E_LUMO, eV: 0.37
Frontier orbital gap, eV: 10.206
Relative energy (zero: lowest compared OMol25 entry of this formula, charge and spin), kJ/mol: 69.9
Highest occupied orbital energy, Eh: -0.362
SMILES: N.O.O.O.O.O

Each line ends with the Löwdin charge.
Cartesian coordinates (Å):
1 N -0.6322 -1.2114 -1.4477  0.024
2 H -0.3524 -1.7431 -0.6283  -0.010
3 H -0.9626 -1.8391 -2.1694  0.034
4 H 0.2719 -0.7627 -1.6834  0.011
5 O 0.0199 -2.1326 1.2298  -0.057
6 H 0.9370 -2.2756 1.4832  0.046
7 H -0.1781 -1.2469 1.5774  0.029
8 O -0.8743 1.0477 1.6083  -0.059
9 H -1.1941 1.8670 2.0103  0.072
10 H -1.2557 1.1116 0.7167  0.021
11 O -2.0671 1.1488 -1.0312  -0.103
12 H -1.4899 0.4177 -1.3732  -0.006
13 H -2.8938 1.0574 -1.5143  0.039
14 O 1.8692 0.3088 -1.3974  -0.072
15 H 1.7480 1.1963 -1.0463  0.033
16 H 2.3323 -0.1413 -0.6890  0.028
17 O 1.6538 1.2117 1.0817  -0.098
18 H 0.8346 1.3237 1.6405  0.021
19 H 2.2335 0.6620 1.6325  0.047

This record from OMol25 describes H13O6 as an isolated structure. The level of theory is ωB97M-V/def2-TZVPD.

Results
Electronic energy, eV: -12489.7991
Total charge: +1
E_LUMO, eV: -2.86
Frontier orbital gap, eV: 10.517
Relative energy (zero: lowest compared OMol25 entry of this formula, charge and spin), kJ/mol: 70.1
Highest occupied orbital energy, Eh: -0.491

Each line ends with the Löwdin charge.
Cartesian coordinates (Å):
1 O -0.7321 0.0899 -3.8959  -0.036
2 H -1.0051 -0.8042 -4.1366  0.070
3 H -1.0523 0.7129 -4.5632  0.076
4 O 0.8466 0.5420 -1.7151  0.064
5 H 0.6074 0.1992 -2.5938  0.065
6 H 1.8047 0.4974 -1.6226  0.126
7 O -1.6300 -2.5183 0.0503  -0.059
8 H -2.3263 -2.9423 0.5777  0.057
9 H -1.2986 -3.2896 -0.4447  0.058
10 O -1.1161 3.1572 0.8273  -0.012
11 H -0.4754 3.7445 0.4312  0.071
12 H -1.1985 1.5249 0.2647  0.086
13 O -0.9271 0.6538 -0.1070  0.168
14 H -0.1519 0.7161 -0.9140  0.070
15 H -1.2889 -0.1851 0.1876  0.111
16 O 3.5282 -1.9166 4.9010  -0.069
17 H -1.3465 3.4982 1.6994  0.085
18 H 3.7494 -2.4103 5.6924  0.029
19 H 4.3290 -1.3668 4.8529  0.040

This record from OMol25 describes a 6-piece molecular cluster, H13O6 overall. The level of theory is ωB97M-V/def2-TZVPD.

Results
Electronic energy, eV: -12487.2783
Total charge: +1
E_LUMO, eV: -3.74
Frontier orbital gap, eV: 11.134
Relative energy (zero: lowest compared OMol25 entry of this formula, charge and spin), kJ/mol: 313.3
Highest occupied orbital energy, Eh: -0.547

Each line ends with the Löwdin charge.
Cartesian coordinates (Å):
1 O 0.2632 -1.0401 -0.3088  0.174
2 H 0.8242 -0.2161 -0.0728  0.126
3 H -0.4098 -0.9551 -1.0738  0.143
4 H -0.4768 -0.9111 0.3522  0.092
5 O 0.7072 1.5989 0.1312  -0.103
6 H 0.8632 1.8779 1.2072  0.218
7 H 0.4892 2.2979 -0.4638  0.045
8 O -1.4088 -0.0031 -2.2838  -0.063
9 H -1.4578 1.0089 -2.4098  0.113
10 H -1.5178 0.0769 -3.2478  0.078
11 O -2.0738 0.1789 0.8662  0.050
12 H -2.0898 0.9989 0.5812  -0.034
13 H -2.2388 0.2609 1.7892  0.064
14 O 2.9922 0.2199 -1.3358  -0.002
15 H 2.6642 1.0559 -1.0688  -0.004
16 H 3.3942 -0.1481 -0.5858  0.020
17 O -0.0208 -1.9531 2.2052  -0.043
18 H -0.2528 -1.5581 3.0272  0.027
19 H -0.2498 -2.7901 2.6922  0.099